1.
The following is a quantum chemistry calculation of a molecular structure, C38H48BaIN7O4, from the Open Molecules 2025 dataset.

Output
* HOMO energy: -7.25 eV
* relative energy (zero: lowest compared OMol25 entry of this formula, charge and spin): 221.6 kJ/mol
* molecular weight: 931.08 g/mol
* E_tot: -2484.29341 a.u.

Structure (ORCA input):
```
! wB97M-V def2-TZVPD RIJCOSX def2/J DEFGRID3
* xyz 0 1
Ba -1.0045 0.3775 1.0590
O -2.6537 1.5678 1.8869
C -3.0732 2.1422 2.9604
C -4.4424 2.4906 3.1138
C -4.9200 3.1135 4.2392
C -4.0641 3.4266 5.3032
C -2.7358 3.0951 5.1973
C -2.2076 2.4677 4.0553
C -0.7958 2.1723 4.0600
N -0.1222 1.6626 3.1001
C 1.2978 1.4499 3.2793
C 1.7063 0.1299 2.6354
N 1.5019 0.1616 1.1906
C 1.5096 -0.9485 0.5614
C 1.3946 -2.2920 1.1414
C 2.3195 -3.3007 0.8959
C 2.1499 -4.5656 1.4311
C 1.0110 -4.8281 2.1912
C 0.0570 -3.8539 2.4068
C 0.2002 -2.5513 1.8807
O -0.7091 -1.6304 2.0241
H -5.1057 2.2440 2.2925
H -5.9718 3.3648 4.3129
H -4.4424 3.9067 6.1957
H -2.0616 3.3279 6.0158
H -0.2760 2.4386 4.9928
H 1.5894 1.4426 4.3379
H 1.8360 2.2684 2.7847
H 1.1512 -0.6753 3.1213
H 2.7735 -0.0357 2.8078
H 1.5397 -0.8835 -0.5300
H 3.1933 -3.0738 0.2927
H 2.8895 -5.3374 1.2629
H 0.8669 -5.8138 2.6185
H -0.8293 -4.0632 2.9944
C -3.8115 -1.5447 0.5690
O -2.8093 -0.9886 -0.2612
C -3.3309 -0.2641 -1.3591
C -2.1759 0.1824 -2.2295
O -1.5061 1.2368 -1.5520
C -0.4891 1.8324 -2.3268
H -4.4059 -0.7610 1.0512
H -3.2945 -2.1213 1.3347
H -4.4736 -2.2021 -0.0038
H -3.8704 0.6223 -0.9997
H -4.0142 -0.8931 -1.9421
H -2.5602 0.5439 -3.1916
H -1.4900 -0.6554 -2.3863
H -0.8383 2.0411 -3.3430
H 0.3987 1.1898 -2.3789
H -0.2479 2.7785 -1.8432
I -3.5524 3.9547 -2.2983
C -2.8458 4.5682 -0.4067
C -3.5857 5.5123 0.2888
C -3.1169 5.8923 1.5369
C -1.9508 5.3251 2.0225
C -1.2840 4.4092 1.2277
N -1.7217 4.0354 0.0247
H -4.4907 5.9291 -0.1271
H -3.6607 6.6232 2.1209
H -1.5683 5.5823 3.0006
H -0.3684 3.9371 1.5662
N 2.4469 3.0821 -0.2518
C 3.3981 2.0879 -0.4476
C 4.2586 1.7160 0.5870
C 5.2278 0.7515 0.3821
C 5.3692 0.1434 -0.8588
C 4.5360 0.5286 -1.8979
C 3.5606 1.4927 -1.6997
H 1.7062 3.0988 -0.9329
H 2.1045 3.1613 0.6913
H 4.1567 2.1943 1.5550
H 5.8860 0.4713 1.1952
H 6.1265 -0.6135 -1.0150
H 4.6522 0.0743 -2.8743
H 2.9192 1.8032 -2.5190
C 3.1388 -2.9934 -4.8373
C 2.5634 -1.5954 -4.6983
N 1.8768 -1.5216 -3.4234
C 1.0048 -2.5148 -3.0091
N 0.0931 -2.1918 -2.1642
C -0.7430 -3.2342 -1.5850
C -0.0957 -4.6085 -1.6574
C 0.3510 -4.8417 -3.0901
N 1.2697 -3.7854 -3.4779
C 1.9913 -3.9826 -4.7226
H 3.8490 -3.1703 -4.0276
H 3.6504 -3.1100 -5.7928
H 1.8906 -1.3918 -5.5440
H 3.3524 -0.8425 -4.7099
H 1.5813 -0.6091 -3.1193
H -1.7087 -3.2489 -2.1086
H -0.9374 -2.9621 -0.5482
H -0.7918 -5.3846 -1.3370
H 0.7754 -4.6282 -1.0003
H -0.5232 -4.8676 -3.7574
H 0.8726 -5.7961 -3.1881
H 1.3187 -3.8660 -5.5865
H 2.3644 -5.0082 -4.7354
*
```

Atom charges from the Mulliken analysis, given in e for atoms 1 to 4: 1.696, 0.215, 0.140, -0.826

=====

2.
The following is a quantum chemistry calculation of 12 unconnected molecules or ions with the total composition C41H91F12N13O25S12, from the Open Molecules 2025 dataset.

Output
* HOMO energy: -8.63 eV
* molecular weight: 1779.03 g/mol
* E_tot: -10185.77722 a.u.

Structure (ORCA input):
```
! wB97M-V def2-TZVPD RIJCOSX def2/J DEFGRID3
* xyz 0 1
C -0.7354 1.1807 -1.0295
C -0.3063 -0.2170 -0.7743
N -0.4384 -0.6105 0.6078
C -1.5697 -0.9635 1.2656
C -1.2838 -1.3355 2.5582
N 0.0807 -1.0186 2.8040
C 0.5278 -0.5148 1.6042
C 0.8260 -1.0803 4.0333
H -0.2085 1.9321 -0.4414
H -1.7641 1.2677 -0.6796
H -0.7124 1.4873 -2.0753
H 0.7194 -0.3104 -1.1314
H -0.9334 -0.9405 -1.2951
H -2.5061 -0.8791 0.7340
H -1.8832 -1.6096 3.4138
H 1.4798 -0.0177 1.4907
H 0.1791 -0.7742 4.8555
H 1.7190 -0.4588 3.9668
H 1.0823 -2.1271 4.1963
C 5.8644 1.0526 0.2363
C 5.0259 1.9472 1.1506
O 4.8520 3.1586 1.0009
N 4.2306 1.1410 2.2603
H 3.4486 1.7219 2.5273
H 3.9055 0.2324 1.9623
C 5.0434 0.8836 3.4961
H 6.6881 0.7080 0.8614
H 6.3376 1.6098 -0.5722
H 5.4067 0.1540 -0.1775
H 5.7685 0.1238 3.2045
H 4.3268 0.4136 4.1697
H 5.4299 1.8617 3.7826
C 2.2782 -8.3480 -2.0245
C 1.6334 -7.0283 -1.5849
C 0.1370 -7.2907 -1.1278
N -0.3475 -6.1004 -0.3706
C -0.1829 -4.8265 -1.2058
C -1.8492 -6.1285 0.0045
C -2.0890 -5.3268 1.2973
C -0.6849 -4.9004 1.7585
C 0.2938 -5.7847 0.9682
H 3.2087 -8.1751 -2.5653
H 1.6741 -8.9735 -2.6816
H 2.5004 -8.9995 -1.1794
H 1.7220 -6.3357 -2.4219
H 2.1862 -6.5928 -0.7525
H 0.0718 -8.0391 -0.3380
H -0.6039 -7.4998 -1.8995
H -0.4829 -5.1111 -2.2143
H 0.8691 -4.5447 -1.1620
H -0.7263 -3.9628 -0.8225
H -2.5041 -5.7712 -0.7901
H -2.1818 -7.1398 0.2380
H -2.7519 -4.4746 1.1476
H -2.4360 -5.8943 2.1608
H -0.6086 -3.8328 1.5524
H -0.5478 -4.9534 2.8385
H 1.2750 -5.3301 0.8313
H 0.4649 -6.7394 1.4657
C -2.3653 10.9464 -2.8122
C -1.1298 10.0937 -2.4935
C -1.4703 8.5904 -2.4270
N -0.3258 7.6140 -2.0233
C 0.7756 7.5945 -3.0801
C -1.0048 6.2635 -1.9401
C -0.1674 5.4259 -1.0210
C 0.6844 6.3435 -0.2160
C 0.1410 7.7445 -0.5633
H -3.1900 10.8831 -2.1023
H -2.7391 10.6463 -3.7911
H -2.1030 11.9850 -3.0138
H -0.6649 10.4424 -1.5714
H -0.4438 10.2746 -3.3210
H -1.8650 8.3240 -3.4076
H -2.2732 8.4857 -1.6973
H 1.0242 8.6490 -3.1992
H 0.2974 7.2836 -4.0089
H 1.6693 7.0227 -2.8304
H -1.1942 5.7346 -2.8741
H -1.9166 6.4996 -1.3915
H 0.3973 4.7684 -1.6819
H -0.7969 4.7944 -0.3941
H 1.7553 6.2566 -0.3995
H 0.6142 6.3782 0.8711
H 0.8484 8.5723 -0.5127
H -0.7130 8.1151 0.0036
C -3.8095 1.9256 1.9476
C -4.0068 1.1873 3.3156
C -4.0614 2.1082 4.4820
N -4.1386 1.4678 5.8448
C -2.7669 0.9145 6.1558
C -5.3232 0.4505 5.9813
C -5.8261 0.5398 7.3883
C -5.1119 1.6921 8.0346
C -4.5882 2.4911 6.8929
H -3.3710 1.2174 1.2446
H -3.0835 2.7366 1.8894
H -4.7339 2.2017 1.4403
H -3.2864 0.4184 3.5948
H -4.9553 0.6503 3.3050
H -4.9619 2.7074 4.3466
H -3.1518 2.7085 4.4629
H -2.1105 1.7819 6.0844
H -2.5926 -0.0168 5.6170
H -2.7030 0.7136 7.2252
H -5.0350 -0.5861 5.8070
H -6.1857 0.6966 5.3618
H -5.5775 -0.3572 7.9554
H -6.9040 0.7012 7.3736
H -4.1826 1.3406 8.4830
H -5.7375 2.2411 8.7384
H -3.7047 3.0919 7.1085
H -5.3749 3.0605 6.3979
C 5.9050 0.1474 -3.1458
C 4.5641 -0.0909 -3.7916
C 4.4487 -1.5115 -4.2641
N 3.3444 -1.8507 -5.3342
C 3.7465 -1.3282 -6.7029
C 3.0883 -3.3309 -5.2012
C 2.2108 -3.4778 -3.9551
C 1.6328 -2.0844 -3.6581
C 1.8868 -1.3127 -4.9077
H 6.6195 0.1007 -3.9677
H 6.1441 -0.5203 -2.3181
H 5.8557 1.1046 -2.6266
H 4.2982 0.6231 -4.5711
H 3.7915 0.1073 -3.0488
H 4.4098 -2.1965 -3.4171
H 5.2967 -1.8254 -4.8728
H 4.8010 -1.5545 -6.8606
H 3.5021 -0.2661 -6.6823
H 3.2000 -1.9842 -7.3804
H 2.5724 -3.6722 -6.0986
H 3.9760 -3.9577 -5.2861
H 1.3810 -4.1275 -4.2335
H 2.8044 -3.8999 -3.1442
H 0.5543 -2.0963 -3.5004
H 2.1614 -1.6291 -2.8207
H 1.1741 -1.5731 -5.6902
H 1.8602 -0.2260 -4.8274
N -5.4329 -1.7876 -1.8895
S -4.4940 -3.1406 -1.2916
O -5.2166 -4.0134 -0.3687
O -3.0820 -2.8891 -1.1128
F -4.5803 -3.9759 -2.6876
S -5.8952 -1.2845 -0.5944
O -4.8801 -1.0466 0.4213
O -7.2119 -1.7362 -0.0918
F -6.3293 0.1613 -1.1297
N 3.8917 -1.2808 1.3789
S 3.7549 -2.8240 2.1624
O 4.8836 -3.7154 1.9098
O 2.4141 -3.3747 2.3224
F 4.0250 -2.4145 3.6911
S 3.5969 -1.9222 -0.0079
O 2.3080 -2.5130 -0.2487
O 4.7889 -2.4043 -0.7541
F 3.3212 -0.4712 -0.6762
N 2.0302 2.2048 3.1918
S 1.4781 2.5485 4.5761
O 0.3586 1.7941 5.0610
O 1.6826 3.9303 5.0885
F 2.6765 1.8207 5.4039
S 0.7401 3.0061 2.3699
O 0.7394 4.4979 2.4259
O -0.5269 2.3358 2.3202
F 1.4180 2.7630 0.8965
N -2.4704 -2.6358 5.4402
S -2.6267 -2.8192 6.9079
O -2.4999 -4.1426 7.4329
O -3.6143 -1.9373 7.4798
F -1.2278 -2.2229 7.4970
S -3.7446 -3.7013 5.0357
O -5.0076 -3.5961 5.6946
O -3.3507 -5.0264 4.5841
F -3.9901 -3.1294 3.5662
N 3.7632 3.0309 -4.7266
S 3.2461 3.0069 -6.0835
O 2.9268 4.2186 -6.8256
O 2.3949 1.8724 -6.4297
F 4.6251 2.5343 -6.8242
S 2.2479 3.2112 -3.9785
O 1.4945 2.0731 -3.5513
O 1.5066 4.4646 -4.1425
F 2.9423 3.4847 -2.5127
N -0.7397 -3.6183 -5.6748
S -1.4882 -4.0240 -6.8843
O -2.1291 -2.9843 -7.6465
O -1.7798 -5.4514 -7.0568
F -0.2018 -4.1600 -7.8289
S -2.1695 -3.6356 -4.7112
O -2.4065 -4.8320 -3.9644
O -3.2995 -2.8306 -5.0610
F -1.5688 -2.7153 -3.5034
*
```

Atom charges from the Mulliken analysis, given in e for atoms 1 to 4: -0.650, 0.801, 1.617, -0.635